{"formula": "C2H14N2O3", "method": "the ωB97M-V functional and the def2-TZVPD basis", "de_lowest_kcal_mol": 18.4, "smiles": "NCCN.O.O.O", "lumo_ev": 0.4, "multiplicity": 1, "largest_force_ev_per_a": 0.68, "e_homo_ev": -9.4, "orbital_gap_ev": 9.797, "elements": ["C", "C", "N", "N", "H", "H", "H", "H", "H", "H", "H", "H", "H", "H", "O", "H", "H", "O", "H", "H", "O"], "coordinates": [[1.826, 0.147, -0.318], [0.910, -0.302, -1.449], [1.499, -1.250, -2.383], [1.051, 0.870, 0.697], [2.216, -0.728, 0.203], [2.697, 0.708, -0.674], [0.039, -0.792, -1.019], [0.581, 0.572, -2.010], [2.068, -1.967, -1.953], [2.069, -0.818, -3.103], [1.503, 0.890, 1.596], [0.728, 1.788, 0.430], [-1.583, 2.139, 2.830], [-0.153, 1.709, 2.902], [-1.039, 1.393, 3.112], [-3.080, -0.914, -0.705], [-2.225, -2.139, -0.632], [-3.110, -1.870, -0.902], [-1.269, 0.267, 0.872], [-2.490, 0.016, 1.700], [-2.239, 0.280, 0.806]], "forces_ev_per_angstrom": [[-0.1543, 0.1510, 0.6369], [0.5240, -0.3656, -0.1149], [0.2761, 0.1365, -0.6078], [-0.4625, -0.3219, -0.0536], [0.0530, -0.1745, -0.1456], [-0.0827, 0.0100, -0.2304], [-0.1997, 0.2115, 0.1803], [-0.2050, -0.0225, -0.0527], [-0.1137, 0.0235, 0.2433], [-0.1285, 0.0581, 0.2035], [0.1748, 0.1421, -0.0311], [0.2612, 0.0937, -0.1219], [-0.1886, -0.1869, 0.0381], [0.0089, -0.2368, 0.1074], [0.1562, 0.4840, 0.1135], [-0.0996, -0.4806, 0.0873], [-0.1241, -0.1448, -0.0411], [0.1791, 0.4846, -0.0422], [0.0066, 0.1945, -0.1233], [-0.1229, 0.0557, -0.1242], [0.2418, -0.1118, 0.0784]]}


{"formula": "C4H5NOS", "method": "the ωB97M-V functional and the def2-TZVPD basis", "de_lowest_kcal_mol": 95.6, "smiles": "O=C1CN1.C=C=S", "lumo_ev": 0.1, "multiplicity": 1, "largest_force_ev_per_a": 3.42, "e_homo_ev": -8.5, "orbital_gap_ev": 8.579, "elements": ["C", "C", "C", "C", "N", "O", "S", "H", "H", "H", "H", "H"], "coordinates": [[2.835, -0.638, -0.093], [-1.265, 0.221, 0.394], [2.407, -1.843, 0.172], [-2.233, 1.447, 0.418], [-1.944, 0.566, -0.736], [-0.549, -0.630, 0.808], [3.209, 0.836, -0.450], [1.447, -2.168, -0.050], [3.044, -2.641, 0.021], [-1.858, 2.411, 0.199], [-3.214, 1.519, 0.944], [-1.879, 0.920, -1.628]], "forces_ev_per_angstrom": [[-0.7066, 0.2788, -0.0975], [-1.5677, 1.6374, -1.7156], [0.8549, 1.4084, -0.6772], [0.2883, -1.1905, 0.6775], [-1.1189, -1.3468, 2.9399], [0.2465, 0.2474, 0.4502], [0.1159, -0.4056, 0.2986], [-2.1447, 0.1831, 0.1838], [1.8797, -1.4627, 0.3146], [0.8464, 1.0130, 0.6082], [0.5900, -0.7303, -0.7120], [0.7161, 0.3678, -2.2706]]}


{"formula": "C6H10AuBF4N2", "method": "the ωB97M-V functional and the def2-TZVPD basis", "lumo_ev": 0.1, "multiplicity": 1, "largest_force_ev_per_a": 0.20, "e_homo_ev": -10.2, "orbital_gap_ev": 10.260, "elements": ["Au", "N", "C", "N", "C", "C", "C", "C", "C", "H", "H", "H", "H", "H", "H", "H", "H", "H", "H", "F", "B", "F", "F", "F"], "coordinates": [[-0.298, 0.412, -3.595], [-1.140, 0.550, -1.810], [-1.113, 0.437, -0.660], [-1.099, 0.330, 0.636], [-1.700, -0.832, 1.316], [-0.660, -1.503, 2.197], [-0.009, -0.493, 3.138], [0.606, 0.666, 2.358], [-0.431, 1.342, 1.477], [-2.091, -1.504, 0.555], [-2.541, -0.468, 1.913], [0.102, -1.961, 1.560], [-1.140, -2.307, 2.757], [0.750, -0.982, 3.749], [-0.765, -0.103, 3.829], [1.421, 0.298, 1.728], [1.031, 1.409, 3.035], [0.009, 2.090, 0.823], [-1.201, 1.827, 2.085], [2.422, -0.846, -6.326], [2.159, 0.149, -5.430], [2.453, -0.190, -4.118], [2.629, 1.385, -5.782], [0.606, 0.292, -5.435]], "forces_ev_per_angstrom": [[0.0215, 0.0178, -0.1247], [0.0424, 0.0055, 0.0626], [0.0476, -0.0336, 0.1947], [-0.0771, 0.0346, -0.1011], [0.0265, 0.1103, -0.0492], [0.0317, -0.0463, -0.0270], [-0.0685, 0.0316, 0.0523], [0.0698, 0.0025, -0.0287], [-0.0985, -0.0896, -0.0440], [0.0005, -0.0159, 0.0003], [0.0015, -0.0110, 0.0136], [-0.0038, -0.0025, 0.0074], [0.0045, 0.0048, 0.0145], [0.0117, -0.0026, -0.0113], [0.0093, -0.0068, 0.0019], [-0.0002, 0.0033, 0.0061], [-0.0073, -0.0050, 0.0083], [0.0132, 0.0051, -0.0037], [0.0071, 0.0089, 0.0124], [0.0078, 0.0607, 0.0502], [0.0038, 0.0285, -0.1269], [-0.0210, -0.0113, 0.0377], [-0.0129, -0.0727, 0.0163], [-0.0095, -0.0164, 0.0383]]}


{"formula": "C6H9NO3S2", "method": "the ωB97M-V functional and the def2-TZVPD basis", "de_lowest_kcal_mol": 39.7, "smiles": "C[C@]1(SC#N)CS(=O)(=O)C[C@@H]1O", "lumo_ev": 0.0, "multiplicity": 1, "largest_force_ev_per_a": 4.58, "e_homo_ev": -10.5, "orbital_gap_ev": 10.539, "elements": ["C", "C", "C", "C", "C", "C", "N", "O", "O", "O", "S", "S", "H", "H", "H", "H", "H", "H", "H", "H", "H"], "coordinates": [[-0.510, -0.311, -2.854], [0.006, -1.711, 0.315], [-0.934, 0.693, 1.260], [0.837, -0.518, -0.149], [-0.112, 0.618, -0.380], [0.562, 1.846, -0.836], [0.004, -0.741, -3.801], [-2.030, -1.563, 2.077], [0.213, -0.981, 2.907], [1.833, -0.119, 0.714], [-1.523, 0.292, -1.563], [-0.771, -0.967, 1.788], [-0.787, -1.925, -0.398], [0.555, -2.566, 0.513], [-0.313, 1.389, 1.851], [-1.957, 0.826, 0.916], [1.322, -0.807, -1.034], [-0.148, 2.506, -1.212], [1.281, 1.580, -1.695], [1.092, 2.367, 0.005], [1.380, 0.094, 1.577]], "forces_ev_per_angstrom": [[-0.8517, 0.0400, -0.2068], [-1.1454, 2.4054, 0.3127], [1.7312, 0.2624, -4.2285], [-0.7621, -1.1715, -0.2884], [-2.0579, -0.0878, 2.2533], [2.5049, 0.3200, 0.3145], [-0.1908, 0.3764, 0.9139], [-1.0793, -0.1147, -0.3443], [-1.0991, 0.4621, -2.1153], [-0.1482, 0.6238, 1.7137], [1.4104, -0.7360, -0.4798], [2.0625, -1.8379, 2.7519], [-0.0029, -0.0550, 0.0767], [1.0334, -1.5422, 0.8725], [-1.1210, -0.1823, -0.1226], [-0.1179, 0.7662, 1.0334], [0.6864, -0.2056, -1.5366], [-1.1006, 1.3659, -0.6936], [-0.8696, 0.4673, 1.3822], [-0.0921, -0.6094, -0.9194], [1.2097, -0.5470, -0.6895]]}


{"formula": "C3H24O9", "method": "the ωB97M-V functional and the def2-TZVPD basis", "de_lowest_kcal_mol": 30.2, "smiles": "CC(C)O.O.O.O.O.O.O.O.O", "lumo_ev": 0.0, "multiplicity": 1, "largest_force_ev_per_a": 1.77, "e_homo_ev": -9.7, "orbital_gap_ev": 9.724, "elements": ["O", "H", "H", "O", "H", "H", "O", "H", "H", "O", "H", "H", "O", "H", "H", "O", "H", "H", "O", "H", "H", "O", "H", "H", "C", "C", "C", "O", "H", "H", "H", "H", "H", "H", "H", "H"], "coordinates": [[1.634, 4.367, -0.888], [0.864, 4.867, -1.171], [1.322, 3.820, -0.160], [0.266, -0.672, -2.303], [0.505, -1.276, -3.013], [-0.465, -1.108, -1.849], [0.567, 1.102, 0.119], [0.644, 0.172, -0.102], [-0.074, 1.126, 0.840], [-1.364, 1.395, 2.582], [-0.794, 1.042, 3.275], [-2.225, 1.487, 3.001], [1.047, 2.094, -2.930], [0.778, 1.166, -2.892], [1.081, 2.377, -2.010], [0.424, 3.785, 1.690], [0.443, 3.050, 2.310], [-0.131, 4.445, 2.115], [-2.332, 2.641, 0.424], [-1.914, 3.006, -0.361], [-1.615, 2.559, 1.062], [2.857, -0.398, 2.286], [2.557, -0.928, 1.543], [3.809, -0.530, 2.309], [-0.106, -4.383, -0.776], [-1.123, -3.301, -0.449], [-0.567, -2.118, 0.348], [-1.554, -2.707, -1.698], [-0.701, -5.169, -1.262], [0.238, -4.980, 0.069], [0.568, -4.083, -1.578], [-1.956, -3.828, 0.022], [0.421, -1.947, -0.092], [-0.291, -2.408, 1.365], [-1.110, -1.179, 0.420], [-1.703, -3.485, -2.248]], "forces_ev_per_angstrom": [[0.1087, -0.0636, -0.2125], [-0.0264, -0.0050, -0.0331], [-0.0659, 0.0793, 0.2723], [0.3487, 0.1544, -0.0024], [-0.0521, -0.0324, 0.0147], [-0.1632, -0.0578, -0.4119], [0.0219, 0.1903, 0.2851], [0.0724, -0.0330, -0.3293], [-0.0845, -0.0011, -0.0731], [0.3459, -0.2213, 0.4792], [0.0410, -0.0797, 0.0273], [-0.1506, 0.0276, -0.1700], [-0.0642, -0.1250, -0.2681], [-0.0720, 0.1641, 0.2040], [0.1274, 0.0659, 0.0377], [-0.0884, -0.0265, 0.0991], [0.0664, -0.0740, -0.0125], [-0.0027, 0.1029, -0.0424], [-0.2000, 0.1586, -0.1128], [0.0069, -0.0413, -0.0851], [0.0318, 0.0952, -0.1017], [-0.0685, -0.0792, 0.1376], [-0.0061, 0.0591, -0.0963], [0.0503, 0.0399, 0.0067], [-1.3182, -0.9471, -0.6116], [0.1082, 0.9438, 0.0083], [1.3352, -0.9742, 0.6432], [-0.1800, -1.0053, 0.4894], [-0.1414, 0.0100, -0.2676], [0.7823, 0.7050, 0.1484], [0.6945, 0.1681, 0.6823], [-0.2478, 0.4867, 0.2256], [-0.0984, 0.3902, -0.1597], [-0.3785, -0.1786, 0.1061], [-0.4941, -0.2749, -0.3809], [-0.2384, 0.3791, -0.4958]]}


{"formula": "C8H12N3", "method": "the ωB97M-V functional and the def2-TZVPD basis", "de_lowest_kcal_mol": 68.5, "smiles": "C=C1c2[nH]ncc2CC[N@@H+]1C", "lumo_ev": -3.3, "total_charge": 1, "multiplicity": 1, "largest_force_ev_per_a": 5.97, "e_homo_ev": -12.7, "orbital_gap_ev": 9.434, "elements": ["C", "C", "C", "C", "C", "C", "C", "C", "N", "N", "N", "H", "H", "H", "H", "H", "H", "H", "H", "H", "H", "H", "H"], "coordinates": [[-2.823, 0.914, -0.021], [-1.400, 0.821, 0.168], [-1.197, -0.583, 0.086], [0.292, -1.206, 0.188], [0.729, -2.367, 0.432], [-0.259, 1.727, 0.330], [1.026, 1.045, 0.874], [1.785, 0.098, -1.281], [-3.391, -0.303, -0.127], [-2.346, -1.228, -0.256], [1.390, -0.202, 0.093], [-3.416, 1.865, 0.015], [1.801, -2.454, 0.673], [0.080, -3.224, 0.378], [-0.093, 2.167, -0.652], [-0.497, 2.585, 1.025], [1.953, 1.720, 0.698], [0.943, 0.641, 1.953], [1.167, 0.797, -1.867], [2.724, 0.781, -1.256], [1.975, -0.741, -1.957], [-2.569, -2.192, -0.111], [2.127, -0.660, 0.618]], "forces_ev_per_angstrom": [[0.0529, -0.3731, 0.6757], [-1.0736, -3.9501, -0.1806], [3.5443, 0.4135, -0.6853], [-3.8874, 4.4316, -0.9550], [1.1987, -3.5123, 0.6248], [0.3948, 1.3401, 0.9316], [1.0563, 0.6095, 0.4949], [2.5189, 2.4200, -1.9415], [1.1809, 0.4511, -1.1486], [-0.5483, 2.8881, 1.6437], [-1.9439, 0.5328, 0.2976], [0.4004, -1.4048, -0.0661], [-0.6117, -0.7176, -0.3820], [0.1205, -0.3273, 0.4579], [0.4652, 0.3199, 0.0542], [0.3226, -0.8665, -0.6703], [-1.6941, -0.8914, 0.8281], [0.0191, 1.1347, -1.6293], [-0.8108, -0.6040, 0.8991], [-1.0816, -1.5667, 0.2918], [-0.0469, -0.2488, 0.7967], [-0.1485, -0.3298, -0.0263], [0.5722, 0.2512, -0.3110]]}